{"formula": "CH4SSi", "method": "ωB97M-V/def2-TZVPD", "multiplicity": 1, "smiles": "[SiH3]C=S", "e_tot_ha": -728.0978, "gap_ev": 7.90, "de_lowest_kj_mol": 137.0, "homo_energy_ev": -8.6, "mol_weight_g_mol": 76.196, "species": ["S", "Si", "C", "H", "H", "H", "H"], "coordinates": [[1.911531, -2.143331, -0.313160], [0.041520, 0.244151, 0.306435], [0.509137, -1.567826, 0.199566], [0.680207, 0.679875, 1.427729], [0.436707, 0.857652, -0.969530], [-0.205599, -2.207687, 0.998538], [-1.428548, 0.176670, 0.508355]], "atomic_forces_ev_per_a": [[-0.17, -0.22, -0.27], [-1.60, -1.55, -2.57], [-1.33, -1.25, 2.93], [1.23, 1.14, 2.14], [0.00, 0.36, 0.09], [1.78, 1.11, -2.29], [0.09, 0.41, -0.03]], "mulliken_charge": [-0.210, 0.475, -0.186, -0.104, -0.094, 0.216, -0.097]}